[1]
Entry from the Open Molecules 2025 dataset: a molecular structure, C44H47BaFN4O3P2S in a non-equilibrium geometry (ωB97M-V/def2-TZVPD).

Last column: Löwdin charge in e.
Element x y z (Å)
Ba: -0.11559 0.27320 2.23612  1.8788
C: 0.62576 -8.20576 -0.82360  -0.4170
S: 1.40874 -6.98340 0.23425  0.8179
C: 0.47571 -5.53141 -0.29806  -0.5226
C: 1.00089 -4.27574 0.38124  -0.2606
C: 0.19879 -3.03823 -0.01319  -0.3400
N: -1.24784 -2.99696 0.35327  -0.4507
P: -1.44250 -2.64945 2.04534  0.8811
C: -0.83573 -4.12932 2.90173  -0.3815
C: -1.21002 -5.43193 2.57700  -0.0943
C: -0.72090 -6.49840 3.30572  -0.0627
C: 0.13273 -6.27746 4.38072  -0.0580
C: 0.50293 -4.98795 4.72042  -0.0687
C: 0.02519 -3.91806 3.97460  -0.1178
C: -3.21209 -2.79072 2.41789  -0.3783
C: -4.05729 -3.75249 1.87188  -0.0919
C: -5.36430 -3.86219 2.30735  -0.0570
C: -5.84211 -3.02334 3.30682  -0.0626
C: -5.00736 -2.07336 3.86898  -0.0686
C: -3.69957 -1.95823 3.42020  -0.1131
P: -1.97331 -2.06932 -0.99075  1.0567
C: -3.68105 -1.62745 -0.56268  -0.3868
C: -3.83683 -0.48957 0.23166  -0.1307
C: -5.09143 0.00141 0.54789  -0.0617
C: -6.21953 -0.61874 0.02465  -0.0649
C: -6.07889 -1.71422 -0.81111  -0.0681
C: -4.82047 -2.21791 -1.10208  -0.0834
C: -2.14582 -3.39017 -2.24010  -0.3837
C: -2.72068 -4.64095 -2.01792  -0.1119
C: -2.76646 -5.58624 -3.02461  -0.0705
C: -2.23302 -5.29992 -4.27548  -0.0712
C: -1.65343 -4.06745 -4.51497  -0.0741
C: -1.60743 -3.11976 -3.49846  -0.1055
H: 1.12396 -9.16018 -0.66589  0.0331
H: 0.72610 -7.93578 -1.87506  0.0364
H: -0.43151 -8.32722 -0.58611  0.0348
H: -0.58122 -5.65297 -0.06089  0.0517
H: 0.54908 -5.42509 -1.38434  0.0876
H: 2.03501 -4.09404 0.07217  0.1177
H: 1.02629 -4.42217 1.45944  0.0796
H: 0.24922 -2.97328 -1.10383  0.0809
H: 0.70806 -2.10324 0.29834  0.0683
H: -1.87364 -5.61208 1.74248  0.0979
H: -1.00003 -7.50869 3.03667  0.1144
H: 0.50931 -7.11701 4.94954  0.1130
H: 1.16749 -4.81388 5.55624  0.1087
H: 0.33171 -2.91231 4.24423  0.0818
H: -3.69208 -4.41343 1.10098  0.0848
H: -6.01801 -4.60512 1.86875  0.1138
H: -6.86629 -3.11555 3.64315  0.1115
H: -5.37032 -1.41727 4.64871  0.1103
H: -3.06128 -1.20477 3.87202  0.0892
H: -2.96890 0.05002 0.60396  0.0652
H: -5.18140 0.87652 1.17830  0.1143
H: -7.20487 -0.23302 0.25146  0.1101
H: -6.95303 -2.18425 -1.24290  0.1106
H: -4.73608 -3.07161 -1.75963  0.0960
H: -3.12892 -4.88203 -1.04772  0.0922
H: -3.21927 -6.55271 -2.84232  0.1103
H: -2.27225 -6.04248 -5.06216  0.1101
H: -1.23459 -3.83884 -5.48622  0.1075
H: -1.15244 -2.15298 -3.68211  0.0949
C: 0.18588 7.56014 -1.38388  -0.0520
C: 0.56179 7.26702 0.05642  -0.1720
N: 0.77624 5.82683 0.28869  -0.0159
C: -0.25359 5.09791 0.74489  0.0569
C: -0.23313 3.74461 0.99409  -0.0187
C: -1.56416 3.16781 1.46455  -0.6027
O: -2.55724 3.86339 1.43193  0.0852
O: -1.51964 1.94027 1.87281  -0.4677
C: 0.97529 3.05075 0.75954  -0.3112
O: 1.14377 1.81964 0.97557  -0.3353
C: 2.08530 3.82865 0.22670  -0.0499
C: 3.29264 3.19403 -0.08598  0.0930
C: 4.33417 3.90503 -0.59618  -0.1809
F: 5.47695 3.24018 -0.86089  0.0674
C: 4.26386 5.29522 -0.84290  -0.1207
C: 3.06316 5.91922 -0.54686  0.0607
C: 1.97921 5.20501 -0.00526  -0.1095
N: 5.32463 6.02160 -1.42109  -0.0789
C: 6.56314 5.35596 -1.82704  -0.1291
C: 7.48569 6.37765 -2.49226  -0.0753
N: 6.62382 7.39648 -3.17654  0.0652
C: 5.93046 8.25792 -2.14171  -0.0599
C: 5.59749 7.37020 -0.94128  -0.1266
H: 0.02728 8.62889 -1.52346  0.0879
H: -0.73829 7.04764 -1.64875  0.0899
H: 0.96031 7.23294 -2.07856  0.0719
H: -0.22790 7.56687 0.74217  0.1302
H: 1.45804 7.79508 0.38072  0.1179
H: -1.18222 5.62595 0.92806  0.1551
H: 3.40522 2.13320 0.08533  0.1417
H: 2.92939 6.96311 -0.78063  0.0998
H: 6.32480 4.57317 -2.54596  0.1371
H: 7.10715 4.89384 -0.99838  0.1415
H: 8.13475 5.91160 -3.22947  0.1449
H: 8.09851 6.93769 -1.78892  0.1390
H: 5.91466 6.91242 -3.72802  0.1851
H: 7.16651 7.97223 -3.81696  0.1874
H: 5.04497 8.66939 -2.62149  0.1387
H: 6.61697 9.06453 -1.89093  0.1420
H: 4.74095 7.79215 -0.42793  0.1228
H: 6.41598 7.37076 -0.21207  0.1415

For the HOMO energy, the calculation gives -11.16 eV. Its energy above the lowest of the compared OMol25 structures with the same formula, charge and spin is 0.0 kJ/mol. The value obtained for the HOMO-LUMO gap is 6.34 eV. For the largest force on an atom, the calculation gives 0.0439 Eh/bohr. Its net charge is +2.


[2]
Entry from the Open Molecules 2025 dataset: a single C18H17Cl2N3O3 molecule (ωB97M-V/def2-TZVPD).

Last column: Löwdin charge in e.
Element x y z (Å)
C: -8.36040 -2.02980 0.98612  -0.0643
C: -7.14465 -1.12224 1.08652  -0.2609
O: -6.13291 -1.66891 0.26091  -0.0457
C: -4.93883 -1.04096 0.16732  -0.2653
C: -4.59434 0.13585 0.83298  -0.0099
C: -3.34166 0.68633 0.65900  -0.0218
C: -2.39902 0.08749 -0.17753  -0.2183
C: -2.75186 -1.09214 -0.84115  -0.0298
C: -3.99777 -1.64693 -0.67244  0.0010
H: -4.27922 -2.55640 -1.17933  0.1184
H: -2.03572 -1.57105 -1.49283  0.1139
C: -1.08259 0.65303 -0.37263  -0.0897
N: -0.75020 1.72460 0.23533  0.0701
N: 0.46682 2.31492 0.09385  0.0489
C: 1.53830 1.97348 -0.65899  -0.4430
O: 1.60091 0.98916 -1.37865  0.0444
C: 2.71110 2.93028 -0.53364  0.0018
C: 3.94856 2.21522 0.02813  -0.4514
O: 4.56596 2.66169 0.96582  0.0849
N: 4.24027 1.08654 -0.66547  0.1361
C: 5.28096 0.18616 -0.45650  -0.2086
C: 5.27135 -1.00449 -1.18410  -0.0156
C: 6.28972 -1.92287 -1.03433  -0.1008
C: 7.33548 -1.67005 -0.15844  -0.7005
C: 7.34781 -0.48381 0.56917  -0.6801
C: 6.32864 0.44220 0.42347  -0.0299
H: 6.34429 1.35527 0.99503  0.1008
Cl: 8.63591 -0.15062 1.66107  0.6879
Cl: 8.60427 -2.82239 0.01997  0.6690
H: 6.28242 -2.84358 -1.59542  0.1070
H: 4.45908 -1.20779 -1.86552  0.1165
H: 3.52029 0.77748 -1.31942  0.1192
H: 2.49253 3.78599 0.10329  0.1200
H: 2.96563 3.28325 -1.53576  0.1392
H: 0.53160 3.14289 0.67299  0.1476
H: -0.42521 0.11620 -1.05265  0.1130
H: -3.07085 1.59573 1.17137  0.1079
H: -5.29800 0.62618 1.48731  0.1034
H: -7.39854 -0.10815 0.74861  0.1259
H: -6.79402 -1.07017 2.12640  0.1262
H: -8.70110 -2.08099 -0.04427  0.0780
H: -8.10275 -3.03258 1.31542  0.0781
H: -9.16226 -1.64403 1.60899  0.0762

For the HOMO energy, the calculation gives -8.34 eV. Its energy above the lowest of the compared OMol25 structures with the same formula, charge and spin is 195.8 kJ/mol. The value obtained for the HOMO-LUMO gap is 8.58 eV. For the largest force on an atom, the calculation gives 0.0171 Eh/bohr. Its net charge is 0.


[3]
Entry from the Open Molecules 2025 dataset: 2 unconnected molecules or ions with the total composition C2H8S3 in a non-equilibrium geometry (ωB97M-V/def2-TZVPD).

Last column: Löwdin charge in e.
Element x y z (Å)
S: -0.91580 -1.32935 2.93330  0.2120
S: -2.12289 0.28901 2.51767  0.2195
H: -1.58227 -1.74950 4.01770  -0.2104
H: -2.33602 -0.00921 1.22954  -0.2196
C: 0.54818 -0.57296 -1.81878  -0.1798
C: 0.74196 0.42822 -0.68895  -0.6009
S: 1.86397 1.81760 -1.19944  0.6553
H: 1.43490 -1.18480 -1.93505  0.0652
H: -0.22000 -1.25778 -1.48634  0.0636
H: 0.36332 -0.09011 -2.77627  0.0659
H: 1.24482 0.00639 0.16895  0.0471
H: -0.20558 0.89391 -0.42684  0.0480
H: 1.18540 2.75860 -0.53548  -0.1659

For the HOMO energy, the calculation gives -8.99 eV. Its energy above the lowest of the compared OMol25 structures with the same formula, charge and spin is 36.9 kJ/mol. The value obtained for the HOMO-LUMO gap is 9.21 eV. For the largest force on an atom, the calculation gives 0.0234 Eh/bohr. Its net charge is 0.


[4]
Entry from the Open Molecules 2025 dataset: a molecular structure, C31H33ClIrN2O2Si2 in a non-equilibrium geometry (ωB97M-V/def2-TZVPD).

Last column: Mulliken spin population.
Element x y z (Å)
C: -1.64376 -0.34473 1.67446  0.2780
C: -2.12796 0.25483 0.46207  0.1788
C: -1.92699 -0.70354 -0.60767  -0.0302
H: -2.59044 1.23555 0.34640  0.0170
C: -1.21388 -1.84578 -0.05332  0.0310
C: -1.09631 -1.62999 1.36597  0.3522
H: -0.62284 -2.32218 2.07016  0.0230
H: -1.64813 0.12425 2.66416  0.0260
H: -2.30570 -0.63777 -1.62175  0.0492
H: -0.92130 -2.73130 -0.61406  0.0048
Ir: -0.02084 -0.08033 -0.07691  2.1980
Si: 0.41804 0.08841 -2.36591  0.4733
C: -0.35953 1.57022 -3.24963  0.0811
C: 0.33108 2.17207 -4.31239  0.0173
H: 1.30140 1.78071 -4.62441  -0.0106
C: -0.22110 3.27149 -4.97650  0.0055
H: 0.33356 3.74972 -5.78637  0.0013
C: -1.48022 3.75723 -4.61132  0.0100
H: -1.91272 4.60906 -5.13837  0.0004
C: -2.18005 3.14278 -3.56928  -0.0044
H: -3.16651 3.50701 -3.28277  0.0002
C: -1.61403 2.06466 -2.87923  -0.0660
H: -2.16547 1.61735 -2.04885  -0.0075
C: -0.25131 -1.43839 -3.27214  0.0065
C: -1.32284 -1.38141 -4.17242  0.0034
H: -1.77950 -0.42291 -4.42981  0.0021
C: -1.82276 -2.55604 -4.75134  -0.0088
H: -2.67068 -2.49681 -5.43364  0.0001
C: -1.24231 -3.79078 -4.45866  0.0202
H: -1.63526 -4.70283 -4.90622  0.0013
C: -0.14332 -3.84349 -3.59732  -0.0068
H: 0.33333 -4.79933 -3.37962  -0.0003
C: 0.35142 -2.67510 -3.01138  -0.0033
H: 1.21298 -2.73584 -2.34031  0.0008
H: 1.90095 0.12876 -2.50271  0.0871
Si: 2.90474 0.53944 -8.43943  0.0004
C: 2.09337 -1.09792 -8.74505  -0.0002
C: 1.09520 -1.24878 -9.72159  -0.0001
H: 0.76747 -0.38794 -10.31010  0.0000
C: 0.51056 -2.50164 -9.94542  -0.0001
H: -0.27950 -2.60642 -10.69272  0.0000
C: 0.93767 -3.61476 -9.21194  0.0001
H: 0.48530 -4.59113 -9.38686  0.0000
C: 1.95010 -3.47490 -8.25480  0.0000
H: 2.29263 -4.34135 -7.68422  0.0000
C: 2.53226 -2.22339 -8.03200  0.0003
H: 3.33357 -2.12188 -7.29802  0.0000
C: 1.69313 1.87428 -8.86915  -0.0011
C: 0.42562 1.90237 -8.27304  0.0000
H: 0.12994 1.12369 -7.56530  0.0006
C: -0.46649 2.93737 -8.57195  0.0001
H: -1.44968 2.95746 -8.09583  -0.0002
C: -0.09346 3.94378 -9.47252  0.0005
H: -0.79088 4.74960 -9.70410  0.0001
C: 1.17095 3.91581 -10.07132  -0.0003
H: 1.46319 4.70103 -10.77378  -0.0001
C: 2.06396 2.88303 -9.76999  0.0002
H: 3.05184 2.85450 -10.23359  0.0000
H: 4.12756 0.62151 -9.27639  0.0000
Cl: 3.42624 0.72572 -6.46441  0.0017
C: 1.18755 2.77346 3.58754  0.0042
O: 2.01992 1.71262 3.02847  0.0046
C: 1.67985 1.14408 1.87573  0.0407
O: 0.83350 1.60650 1.05336  0.0775
N: 2.28841 -0.02894 1.64081  0.0132
N: 1.87326 -0.69134 0.44001  0.1510
H: 1.11866 2.53492 4.64682  0.0015
H: 0.19192 2.82814 3.14072  -0.0032
H: 1.73874 3.70171 3.44708  0.0010
H: 3.13014 -0.30446 2.14792  -0.0015
H: 2.56912 -0.55559 -0.29774  -0.0100
H: 1.83364 -1.69864 0.63561  -0.0114

For the HOMO energy (alpha / beta), the calculation gives -7.92 / -10.84 eV. Its spin multiplicity is 5. Its energy above the lowest of the compared OMol25 structures with the same formula, charge and spin is 0.0 kJ/mol. As for the expectation value of S²: 6.016. The value obtained for the HOMO-LUMO gap (alpha / beta) is 5.15 / 5.20 eV. For the largest force on an atom, the calculation gives 0.0871 Eh/bohr. Its net charge is +1.


[5]
Entry from the Open Molecules 2025 dataset: a single C5H11NO molecule in a non-equilibrium geometry (ωB97M-V/def2-TZVPD).

Last column: Löwdin charge in e.
Element x y z (Å)
C: -0.86553 -2.01965 1.08774  -0.0066
C: -0.25545 -1.60744 -0.19683  -0.5327
N: -0.28148 -0.26711 -0.61558  0.0568
C: -0.42668 0.89005 0.35436  -0.1752
C: 0.88406 1.70464 0.30527  -0.2491
C: 0.65703 3.14598 -0.18463  -0.1161
O: 0.19616 -2.41191 -0.99086  0.0339
H: -0.24562 -2.67631 1.68000  0.0812
H: -1.77332 -2.57772 0.90038  0.0894
H: -0.96601 -1.15733 1.82508  0.0813
H: 0.30124 0.04454 -1.36949  0.1179
H: -0.59697 0.56995 1.39244  0.0869
H: -1.38933 1.38757 0.08442  0.1225
H: 1.68064 1.38814 -0.39374  0.1025
H: 1.52933 1.62232 1.16573  0.0972
H: 0.17686 3.68534 0.63751  0.0719
H: 1.57802 3.50572 -0.64010  0.0712
H: -0.16438 3.19357 -0.90387  0.0671

For the HOMO energy, the calculation gives -9.36 eV. Its energy above the lowest of the compared OMol25 structures with the same formula, charge and spin is 136.2 kJ/mol. The value obtained for the HOMO-LUMO gap is 10.30 eV. For the largest force on an atom, the calculation gives 0.0656 Eh/bohr. Its net charge is 0.